Density functional theory data (ωB97M-V/def2-TZVPD) for a molecular structure, C5H14N2O in a non-equilibrium geometry.

Output
Total charge ... 0
Energy ... -10433.1859 eV
F_max ... 6.40 eV/A
ΔE to the lowest compared entry with this formula, charge and spin ... 7.842 eV
E_LUMO ... 0.0074 Ha
HOMO energy ... -7.3 eV

Geometry (Å):
C: 0.6734 0.5952 0.1493
C: -1.4336 0.5106 0.8768
C: 0.3486 -0.1169 -1.1688
C: 0.9811 2.0605 0.0478
C: 0.0081 -2.5085 -0.7268
N: -0.5751 -1.2173 -1.0154
N: 1.4695 -0.0895 1.0231
O: -2.1555 1.6667 0.4007
H: -3.3439 0.9775 0.1841
H: -1.1689 -0.6376 -0.0164
H: 1.6336 -1.0751 0.8681
H: 1.9844 0.4172 1.7298
H: -1.0354 0.7618 1.8640
H: -2.2562 -0.1760 1.1519
H: -0.0902 0.6389 -1.8305
H: 1.3001 -0.4266 -1.6247
H: 0.1087 2.5819 -0.3531
H: 1.8009 2.2337 -0.6587
H: 1.2843 2.4954 1.0029
H: -0.7905 -3.2525 -0.6627
H: 0.5353 -2.5886 0.2501
H: 0.7215 -2.8507 -1.4914

Atoms 1-6, force components in eV/Å:
C -0.49 -0.61 -0.43
C 0.22 1.22 1.56
C -0.05 0.02 0.09
C -0.53 0.21 0.03
C 0.09 -0.20 0.57
N -1.00 1.25 1.50